Record 1
{"formula": "C2H6O", "method": "wB97M-V/def2-TZVPD", "symbols": ["C", "C", "O", "H", "H", "H", "H", "H", "H"], "positions_angstrom": [[1.320, -0.749, -0.607], [-1.085, 0.696, 0.606], [2.216, -0.191, -1.243], [-1.173, 1.586, 1.047], [1.261, -1.838, -0.816], [0.592, -0.265, 0.145], [-2.035, 0.137, 0.577], [-0.398, -0.069, 0.842], [-0.698, 0.693, -0.551]], "mulliken_charge": [-0.22, -0.97, -0.44, 0.28, 0.25, 0.23, 0.28, 0.36, 0.23], "largest_force_ev_per_a": 7.2, "de_lowest_kj_mol": 227.1, "e_tot_ev": -4216.11404, "total_charge": 0, "homo_lumo_gap_ev": 10.64, "smiles": "C=O.C", "lumo_energy_ev": 0.81, "e_homo_ev": -9.832}



Record 2
{"formula": "C38H114N15O9P5S4", "method": "wB97M-V/def2-TZVPD", "symbols": ["O", "P", "N", "C", "C", "N", "C", "C", "N", "C", "C", "H", "H", "H", "H", "H", "H", "H", "H", "H", "H", "H", "H", "H", "H", "H", "H", "H", "H", "O", "P", "N", "C", "C", "N", "C", "C", "N", "C", "C", "H", "H", "H", "H", "H", "H", "H", "H", "H", "H", "H", "H", "H", "H", "H", "H", "H", "H", "O", "P", "N", "C", "C", "N", "C", "C", "N", "C", "C", "H", "H", "H", "H", "H", "H", "H", "H", "H", "H", "H", "H", "H", "H", "H", "H", "H", "H", "O", "P", "N", "C", "C", "N", "C", "C", "N", "C", "C", "H", "H", "H", "H", "H", "H", "H", "H", "H", "H", "H", "H", "H", "H", "H", "H", "H", "H", "O", "P", "N", "C", "C", "N", "C", "C", "N", "C", "C", "H", "H", "H", "H", "H", "H", "H", "H", "H", "H", "H", "H", "H", "H", "H", "H", "H", "H", "C", "S", "O", "C", "H", "H", "H", "H", "H", "H", "C", "S", "O", "C", "H", "H", "H", "H", "H", "H", "C", "S", "O", "C", "H", "H", "H", "H", "H", "H", "C", "S", "O", "C", "H", "H", "H", "H", "H", "H"], "positions_angstrom": [[6.160, -16.758, -2.458], [5.295, -17.641, -1.654], [4.846, -19.015, -2.498], [4.293, -20.230, -1.829], [4.927, -19.038, -3.933], [3.762, -16.977, -1.170], [2.797, -17.701, -0.268], [3.339, -15.799, -1.871], [6.134, -18.128, -0.199], [7.581, -18.542, -0.221], [5.953, -17.452, 1.074], [4.627, -21.126, -2.352], [3.214, -20.293, -1.969], [4.455, -20.217, -0.751], [5.859, -18.579, -4.262], [4.036, -18.630, -4.409], [5.021, -20.047, -4.335], [3.159, -18.640, 0.153], [2.629, -17.031, 0.575], [1.844, -17.767, -0.792], [2.446, -15.492, -1.328], [3.966, -14.909, -1.813], [3.105, -15.913, -2.930], [7.653, -19.342, -0.958], [8.282, -17.781, -0.566], [7.841, -18.978, 0.744], [4.949, -17.029, 1.112], [6.695, -16.679, 1.275], [6.147, -18.197, 1.846], [19.911, -17.385, -19.218], [21.304, -17.502, -18.671], [22.425, -18.332, -19.643], [23.774, -18.807, -19.262], [22.397, -17.989, -21.036], [21.281, -18.451, -17.223], [20.741, -19.806, -17.253], [21.131, -17.780, -15.923], [22.185, -16.000, -18.399], [21.870, -14.808, -19.077], [23.431, -15.974, -17.628], [24.103, -19.684, -19.819], [23.777, -18.991, -18.188], [24.463, -17.974, -19.405], [23.091, -17.180, -21.264], [21.391, -17.760, -21.390], [22.713, -18.890, -21.563], [21.077, -20.497, -16.479], [19.664, -19.647, -17.216], [21.032, -20.266, -18.197], [21.844, -16.968, -15.782], [20.153, -17.299, -15.968], [21.200, -18.430, -15.051], [22.037, -13.977, -18.392], [22.504, -14.859, -19.962], [20.860, -14.845, -19.487], [23.615, -15.003, -17.169], [24.297, -16.196, -18.252], [23.491, -16.706, -16.822], [12.146, -23.573, -11.363], [12.290, -23.299, -9.922], [12.036, -21.672, -9.467], [10.916, -20.965, -9.970], [12.566, -21.108, -8.214], [13.771, -23.820, -9.274], [13.921, -25.177, -8.738], [15.072, -23.046, -9.388], [11.046, -23.991, -8.964], [11.078, -24.184, -7.511], [9.733, -24.283, -9.535], [10.105, -20.871, -9.248], [10.556, -21.400, -10.902], [11.296, -19.972, -10.209], [11.896, -21.211, -7.361], [12.683, -20.033, -8.353], [13.511, -21.565, -7.919], [14.966, -25.410, -8.535], [13.288, -25.285, -7.857], [13.644, -25.921, -9.485], [15.786, -23.543, -10.044], [15.054, -21.965, -9.525], [15.486, -23.139, -8.384], [10.123, -23.791, -7.163], [11.309, -25.222, -7.274], [11.795, -23.466, -7.112], [9.419, -25.318, -9.397], [9.669, -24.189, -10.619], [8.962, -23.612, -9.158], [14.305, -33.981, -13.180], [13.037, -34.423, -12.507], [11.721, -33.268, -12.512], [10.376, -33.493, -11.945], [12.112, -31.969, -13.105], [13.186, -34.687, -10.796], [14.045, -33.788, -9.957], [12.136, -35.417, -10.022], [12.325, -35.869, -13.130], [12.935, -37.099, -12.788], [11.645, -35.807, -14.417], [9.664, -33.542, -12.769], [10.134, -32.723, -11.212], [10.217, -34.439, -11.427], [13.086, -31.770, -12.657], [11.413, -31.253, -12.673], [12.245, -31.946, -14.186], [13.527, -32.836, -9.839], [14.477, -34.217, -9.053], [14.923, -33.467, -10.518], [11.522, -36.072, -10.641], [12.684, -35.863, -9.192], [11.422, -34.736, -9.558], [13.142, -37.198, -11.722], [12.293, -37.898, -13.158], [13.895, -37.126, -13.302], [11.001, -36.686, -14.411], [12.333, -35.795, -15.262], [11.020, -34.921, -14.530], [23.952, -20.625, -1.973], [24.027, -22.048, -2.459], [25.496, -22.423, -3.234], [26.068, -23.742, -3.424], [26.145, -21.435, -4.000], [22.877, -22.512, -3.610], [22.301, -21.439, -4.434], [22.701, -23.906, -4.165], [23.826, -23.380, -1.295], [22.502, -23.430, -0.686], [24.998, -23.780, -0.520], [26.822, -23.752, -2.637], [26.449, -23.876, -4.436], [25.355, -24.566, -3.410], [27.071, -21.805, -4.439], [26.416, -20.602, -3.351], [25.450, -21.171, -4.797], [21.236, -21.294, -4.252], [22.858, -20.503, -4.381], [22.404, -21.783, -5.463], [21.688, -24.145, -4.489], [23.338, -24.066, -5.035], [22.942, -24.556, -3.325], [22.177, -22.474, -0.275], [21.789, -23.783, -1.430], [22.371, -24.072, 0.185], [24.880, -24.087, 0.520], [25.736, -22.997, -0.692], [25.260, -24.735, -0.975], [3.690, -18.994, -13.476], [4.103, -20.637, -12.742], [2.934, -21.008, -11.809], [4.127, -21.584, -14.309], [2.810, -18.898, -14.112], [4.532, -18.710, -14.107], [3.726, -18.360, -12.590], [3.445, -21.266, -15.097], [3.883, -22.618, -14.065], [5.137, -21.626, -14.717], [19.796, -30.203, -15.049], [18.989, -28.899, -14.023], [19.955, -27.783, -13.776], [17.931, -28.154, -15.399], [19.001, -30.684, -15.619], [20.263, -30.926, -14.380], [20.484, -29.666, -15.702], [18.388, -27.389, -16.026], [17.192, -27.575, -14.845], [17.580, -28.999, -15.992], [11.652, -12.747, -5.634], [12.257, -13.611, -4.082], [13.776, -13.447, -4.017], [11.595, -12.455, -2.824], [12.189, -12.950, -6.560], [11.553, -11.680, -5.433], [10.656, -13.146, -5.826], [12.277, -11.637, -2.594], [11.367, -12.883, -1.847], [10.685, -11.964, -3.168], [15.316, -26.451, -1.461], [14.380, -27.997, -1.360], [13.393, -28.062, -2.508], [15.847, -29.004, -1.912], [15.919, -26.316, -0.563], [14.511, -25.717, -1.411], [16.033, -26.258, -2.259], [16.574, -28.952, -1.101], [16.237, -28.441, -2.760], [15.620, -30.030, -2.202]], "mulliken_charge": [-0.88, 0.36, 0.26, -0.95, -1.08, 0.19, -1.12, -1.06, 0.23, -1.05, -1.03, 0.33, 0.34, 0.33, 0.33, 0.30, 0.36, 0.33, 0.44, 0.38, 0.45, 0.30, 0.25, 0.33, 0.32, 0.36, 0.30, 0.34, 0.34, -0.82, 0.47, 0.21, -0.96, -1.12, 0.30, -1.03, -1.04, 0.30, -0.98, -1.05, 0.34, 0.29, 0.30, 0.30, 0.34, 0.37, 0.33, 0.36, 0.30, 0.26, 0.38, 0.34, 0.31, 0.32, 0.28, 0.35, 0.25, 0.31, -0.84, 0.40, 0.28, -1.07, -1.09, 0.25, -1.00, -1.17, 0.33, -1.28, -1.08, 0.29, 0.32, 0.40, 0.31, 0.34, 0.33, 0.44, 0.24, 0.31, 0.36, 0.34, 0.49, 0.38, 0.30, 0.39, 0.38, 0.30, 0.34, -0.84, 0.39, 0.30, -1.05, -1.04, 0.21, -1.03, -1.17, 0.29, -1.07, -0.96, 0.34, 0.36, 0.30, 0.34, 0.38, 0.23, 0.36, 0.31, 0.32, 0.45, 0.33, 0.29, 0.33, 0.37, 0.32, 0.37, 0.29, 0.26, -0.83, 0.37, 0.25, -1.16, -1.14, 0.30, -1.15, -1.05, 0.19, -1.05, -0.97, 0.40, 0.49, 0.25, 0.49, 0.30, 0.30, 0.30, 0.35, 0.36, 0.34, 0.31, 0.37, 0.33, 0.30, 0.39, 0.38, 0.29, 0.30, -0.91, 0.48, -0.61, -0.88, 0.33, 0.35, 0.30, 0.29, 0.32, 0.33, -0.88, 0.53, -0.62, -0.85, 0.31, 0.32, 0.30, 0.30, 0.29, 0.29, -0.89, 0.49, -0.62, -0.89, 0.33, 0.29, 0.33, 0.33, 0.32, 0.30, -0.91, 0.48, -0.60, -0.87, 0.36, 0.29, 0.33, 0.33, 0.27, 0.32], "largest_force_ev_per_a": 4.4, "de_lowest_kj_mol": 576.1, "e_tot_ev": -171815.57118, "total_charge": 0, "homo_lumo_gap_ev": 8.28, "lumo_energy_ev": 0.45, "e_homo_ev": -7.827}



Record 3
{"formula": "C15H19N3O3P2Sn", "method": "wB97M-V/def2-TZVPD", "symbols": ["C", "C", "P", "C", "C", "C", "N", "O", "C", "O", "C", "C", "C", "C", "C", "C", "C", "C", "C", "N", "P", "N", "O", "H", "H", "H", "H", "H", "H", "H", "H", "H", "H", "H", "H", "H", "H", "H", "H", "H", "H", "H", "Sn"], "positions_angstrom": [[4.050, -0.865, -1.704], [2.684, -0.080, -1.668], [2.178, -0.036, 0.099], [1.958, -1.828, 0.565], [0.493, 0.853, 0.353], [0.732, 1.369, 1.765], [0.891, 1.798, 2.839], [-0.646, 0.024, 0.517], [-0.928, -0.868, -0.501], [-0.368, -0.946, -1.553], [-2.010, -1.863, -0.150], [-1.830, -3.217, -0.318], [-2.866, -4.044, 0.075], [-4.016, -3.521, 0.619], [-4.208, -2.161, 0.762], [-3.175, -1.332, 0.377], [0.300, 2.139, -0.504], [1.518, 3.123, -0.325], [0.199, 1.910, -1.961], [0.123, 1.552, -3.060], [-1.313, 3.159, -0.118], [-2.095, 2.618, 1.297], [-0.766, 4.675, 0.286], [3.978, -1.782, -2.290], [4.851, -0.217, -2.069], [4.351, -1.158, -0.687], [1.974, -0.538, -2.358], [2.931, 0.946, -1.961], [1.616, -2.352, -0.341], [2.926, -2.258, 0.824], [1.174, -1.976, 1.315], [-0.909, -3.626, -0.723], [-2.761, -5.121, -0.015], [-4.799, -4.203, 0.940], [-5.092, -1.700, 1.190], [-3.277, -0.255, 0.494], [2.481, 2.638, -0.512], [1.510, 3.632, 0.643], [1.396, 3.898, -1.090], [-2.489, 1.687, 1.230], [-1.601, 2.771, 2.172], [-1.324, 4.955, 1.029], [2.291, 2.482, 4.490]], "mulliken_charge": [-1.15, -0.32, -0.22, -1.19, 2.01, -0.36, -0.83, -0.32, 0.52, -0.40, 0.58, -0.48, -0.70, -0.45, -0.69, -0.31, 1.08, -1.67, -0.37, -0.46, 0.19, -0.53, -0.46, 0.30, 0.34, 0.33, 0.46, 0.36, 0.30, 0.49, 0.41, 0.45, 0.42, 0.40, 0.43, 0.15, 0.40, 0.41, 0.52, 0.28, 0.25, 0.34, 1.48], "largest_force_ev_per_a": 2.9, "e_tot_ev": -50864.41154, "total_charge": 2, "homo_lumo_gap_ev": 2.80, "lumo_energy_ev": -11.17, "e_homo_ev": -13.971}